# 1
80
Properties=species:S:1:pos:R:3:mulliken_charge:R:1 method="wB97M-V/def2-TZVPD" multiplicity=2 mol_weight_g_mol=977.62 fmax_ha_per_bohr=0.02084 charge=+3 homo_ha="-0.60442 / -0.60440" de_lowest_ev=1.291
Ir 0.273 -0.375 0.393 1.91
N 4.993 1.946 0.598 -0.58
N 4.083 0.944 0.609 0.92
N 4.438 -0.297 0.872 -0.92
C 3.275 -0.918 0.860 -0.62
N 2.278 -0.065 0.585 0.52
N 2.824 1.146 0.436 0.00
H 5.922 1.595 0.405 0.32
H 4.666 2.755 0.088 0.28
H 3.169 -1.981 0.992 0.61
C -1.165 -3.149 2.291 -0.94
C -1.941 -2.402 3.342 0.62
C -2.928 -3.083 4.056 -0.72
C -3.599 -2.491 5.112 -0.76
C -3.301 -1.185 5.490 -0.85
C -2.338 -0.483 4.789 -0.94
C -1.677 -1.084 3.713 1.03
Sb -0.291 0.202 2.804 1.32
C 1.095 0.479 4.364 1.13
C 0.984 1.634 5.139 -0.63
C 1.795 1.804 6.250 -0.99
C 2.711 0.819 6.584 -0.78
C 2.802 -0.336 5.821 -0.83
C 1.992 -0.536 4.710 0.25
C 2.038 -1.836 3.964 -0.86
C -1.182 2.140 2.589 0.89
C -0.308 3.199 2.524 -0.49
C -0.752 4.536 2.272 -0.68
C -2.106 4.813 2.093 -0.90
C -2.984 3.766 2.149 -0.49
C -2.543 2.401 2.340 0.64
C -3.588 1.357 2.245 -1.10
H -1.815 -3.773 1.679 0.48
H -0.432 -3.810 2.758 0.44
H -0.626 -2.479 1.612 -0.52
H -3.153 -4.110 3.792 0.52
H -4.340 -3.056 5.661 0.46
H -3.812 -0.725 6.325 0.50
H -2.101 0.532 5.097 0.45
H 0.267 2.409 4.900 0.44
H 1.712 2.701 6.847 0.48
H 3.339 0.936 7.457 0.43
H 3.500 -1.112 6.110 0.49
H 2.749 -2.528 4.409 0.58
H 2.331 -1.681 2.930 -0.17
H 1.061 -2.331 3.976 0.15
H 0.761 3.055 2.623 0.58
H -0.016 5.329 2.237 0.52
H -2.444 5.822 1.908 0.50
H -4.047 3.934 2.026 0.54
H -4.354 1.641 1.523 0.65
H -4.094 1.272 3.218 0.43
H -3.193 0.371 2.008 -0.57
Br 1.213 -1.755 -4.127 -0.10
C 1.482 0.014 -3.550 -0.54
C 2.276 0.899 -4.279 -0.12
N 2.464 2.158 -3.908 -0.53
C 1.867 2.591 -2.806 -0.79
C 1.078 1.781 -1.993 0.43
C 0.884 0.465 -2.391 0.85
C 0.486 2.372 -0.767 0.39
O 0.407 3.552 -0.548 -0.58
O -0.020 1.556 0.185 -0.74
H 2.769 0.572 -5.188 0.41
H 2.022 3.630 -2.538 0.52
H 0.246 -0.234 -1.848 -0.03
O -1.373 -1.292 -0.411 -0.64
S -2.427 -0.847 -1.491 0.43
C -2.636 -2.349 -2.468 -0.79
C -3.661 -3.196 -1.727 -0.42
C -4.748 -2.218 -1.296 -0.84
C -4.030 -1.030 -0.646 -0.13
H -1.644 -2.778 -2.603 0.36
H -3.003 -2.004 -3.439 0.51
H -3.195 -3.667 -0.858 0.10
H -4.043 -3.988 -2.369 0.46
H -5.453 -2.660 -0.593 0.38
H -5.318 -1.877 -2.162 0.35
H -3.757 -1.228 0.392 -0.16
H -4.562 -0.083 -0.717 0.50

=====

# 2
9
Properties=species:S:1:pos:R:3:mulliken_charge:R:1 method="wB97M-V/def2-TZVPD" mol_weight_g_mol=158.90 fmax_ha_per_bohr=0.04677 homo_ha="-0.31614 / -0.30421" de_lowest_ev=4.142
C 0.500 -1.271 -1.573 -0.42
P -0.557 1.371 2.686 -0.07
P -0.025 -0.217 -0.103 -0.03
Br -0.237 -3.059 -1.575 -0.13
H 1.445 -1.485 -2.134 0.37
H 0.774 1.868 2.600 0.06
H -0.797 2.133 1.552 0.03
H 0.280 0.909 -0.932 0.09
H -1.381 -0.249 -0.521 0.10

=====

# 3
257
Properties=species:S:1:pos:R:3:mulliken_charge:R:1 method="wB97M-V/def2-TZVPD" mol_weight_g_mol=1421.05 fmax_ha_per_bohr=0.28370 homo_ha=-0.26716 de_lowest_ev=14.304
C -12.771 -26.007 -2.668 -1.15
O -12.726 -25.577 -1.340 0.61
C -13.271 -24.285 -1.105 0.13
C -13.184 -23.947 0.357 1.69
N -13.838 -24.893 1.220 1.67
C -13.516 -24.776 2.623 -0.63
C -14.089 -25.996 3.322 0.00
O -13.243 -27.032 2.859 -0.03
C -13.760 -28.342 2.955 -0.43
H -13.771 -26.313 -3.005 -0.52
H -12.070 -26.829 -2.797 -0.72
H -12.537 -25.230 -3.409 0.71
H -14.324 -24.188 -1.392 1.12
H -12.622 -23.570 -1.615 0.26
H -13.598 -22.944 0.516 -0.69
H -12.129 -23.743 0.591 -0.94
H -13.739 -25.828 0.851 -0.81
H -13.897 -23.819 2.980 -0.75
H -12.422 -24.764 2.723 0.43
H -15.124 -26.122 2.990 0.20
H -14.033 -25.846 4.404 -0.21
H -13.809 -28.632 4.010 0.59
H -13.018 -29.037 2.559 -0.49
H -14.699 -28.530 2.433 0.28
C -13.824 -32.296 -0.338 -0.42
O -14.714 -31.206 -0.246 -0.14
C -15.533 -31.249 0.891 -0.28
C -16.557 -30.113 0.857 0.27
N -17.509 -30.366 -0.256 -0.28
C -18.482 -29.287 -0.339 -0.13
C -19.578 -29.604 -1.354 -1.01
O -19.190 -29.786 -2.706 -0.47
C -18.859 -28.630 -3.413 0.11
H -13.047 -32.186 0.420 0.23
H -13.351 -32.253 -1.319 0.24
H -14.304 -33.277 -0.296 0.37
H -14.951 -31.195 1.816 -0.10
H -16.132 -32.168 0.924 0.50
H -16.023 -29.184 0.628 -0.62
H -17.184 -30.086 1.746 0.58
H -17.046 -30.409 -1.158 0.41
H -18.029 -28.312 -0.558 0.18
H -19.076 -29.227 0.580 0.17
H -20.382 -28.860 -1.320 0.36
H -20.004 -30.575 -1.096 0.36
H -19.658 -27.875 -3.452 0.25
H -18.742 -28.838 -4.479 0.17
H -17.924 -28.208 -3.039 -0.19
C -10.048 -28.622 -5.204 -0.57
O -9.148 -29.197 -4.284 -0.27
C -9.788 -30.160 -3.484 -0.56
C -8.826 -30.761 -2.461 0.46
N -7.965 -31.714 -3.184 -0.29
C -6.955 -32.365 -2.354 -1.28
C -5.812 -31.459 -1.894 0.12
O -5.202 -30.691 -2.915 -0.28
C -4.447 -31.428 -3.854 -0.78
H -10.938 -28.161 -4.759 0.01
H -10.437 -29.396 -5.877 0.35
H -9.478 -27.873 -5.750 0.30
H -10.187 -30.956 -4.126 0.46
H -10.626 -29.696 -2.941 0.09
H -9.350 -31.231 -1.628 -0.04
H -8.245 -29.941 -2.017 -0.09
H -7.450 -31.125 -3.837 0.40
H -6.595 -33.178 -2.990 0.43
H -7.406 -32.769 -1.445 0.36
H -5.097 -32.041 -1.301 0.50
H -6.209 -30.679 -1.242 -0.34
H -5.005 -32.282 -4.251 0.32
H -3.550 -31.794 -3.340 0.30
H -4.162 -30.770 -4.672 0.25
C -17.075 -24.473 1.593 0.92
O -18.272 -24.683 2.310 -0.54
C -18.177 -25.664 3.329 1.61
C -19.494 -25.842 4.043 -1.52
N -20.323 -26.867 3.441 0.30
C -21.544 -27.155 4.141 -0.86
C -22.385 -28.194 3.429 -0.47
O -21.794 -29.466 3.709 -0.33
C -22.425 -30.499 3.005 -0.74
H -17.388 -23.852 0.760 -0.01
H -16.666 -25.422 1.224 -0.15
H -16.274 -24.045 2.207 -0.75
H -17.366 -25.458 4.035 -0.86
H -17.878 -26.591 2.816 -0.12
H -20.085 -24.922 3.997 0.50
H -19.257 -26.049 5.098 0.40
H -19.756 -27.686 3.251 0.09
H -22.101 -26.206 4.145 0.42
H -21.470 -27.363 5.219 0.37
H -22.316 -28.060 2.346 0.25
H -23.414 -28.154 3.795 0.45
H -21.973 -31.444 3.321 0.26
H -22.322 -30.489 1.915 0.26
H -23.477 -30.581 3.305 0.32
C -18.590 -27.763 -10.985 -0.74
O -18.369 -28.083 -9.612 -0.29
C -17.888 -29.401 -9.448 -0.85
C -17.529 -29.673 -7.998 -0.28
N -16.327 -28.974 -7.636 -0.42
C -16.133 -28.919 -6.171 -0.27
C -14.990 -28.022 -5.785 0.19
O -15.405 -26.704 -6.117 -0.41
C -14.406 -25.722 -6.032 -0.01
H -19.423 -28.367 -11.348 0.29
H -17.670 -27.886 -11.560 0.32
H -18.827 -26.700 -10.966 0.23
H -17.034 -29.646 -10.089 0.39
H -18.650 -30.149 -9.706 0.51
H -17.473 -30.764 -7.971 0.29
H -18.379 -29.308 -7.400 0.19
H -16.328 -28.026 -7.992 0.33
H -15.860 -29.934 -5.864 0.38
H -17.107 -28.669 -5.739 -0.15
H -14.088 -28.243 -6.373 0.54
H -14.697 -28.053 -4.727 -0.24
H -14.672 -24.928 -6.737 0.20
H -13.427 -26.043 -6.403 0.44
H -14.340 -25.241 -5.053 -0.15
C -12.012 -28.557 -0.317 0.45
O -11.649 -29.834 0.113 0.31
C -10.506 -29.774 0.939 0.59
C -10.173 -31.195 1.398 -1.26
N -11.293 -31.668 2.221 -0.08
C -11.298 -31.140 3.553 -0.19
C -12.486 -31.599 4.369 -1.08
O -13.624 -30.893 3.871 0.26
C -14.862 -31.310 4.419 -0.90
H -12.770 -28.702 -1.089 0.83
H -11.198 -28.001 -0.803 -0.58
H -12.355 -27.963 0.537 -0.33
H -10.615 -29.114 1.803 -0.09
H -9.690 -29.436 0.288 -0.19
H -9.168 -31.229 1.809 0.44
H -10.313 -31.849 0.533 0.42
H -12.146 -31.364 1.764 -0.74
H -11.276 -30.042 3.617 -0.04
H -10.434 -31.492 4.128 0.51
H -12.416 -31.404 5.445 0.50
H -12.631 -32.675 4.205 0.39
H -15.147 -32.339 4.189 0.29
H -15.616 -30.646 4.000 0.16
H -14.789 -31.154 5.500 0.31
C -14.513 -27.306 -1.197 1.25
O -15.187 -27.103 -2.408 -0.49
C -14.911 -25.833 -2.977 1.70
C -16.023 -25.562 -4.008 -2.45
N -17.387 -25.552 -3.474 0.27
C -17.637 -24.445 -2.560 2.36
C -18.855 -24.695 -1.703 -1.90
O -18.659 -25.823 -0.851 0.67
C -19.788 -25.997 -0.001 -1.25
H -14.604 -28.359 -0.926 1.50
H -14.891 -26.712 -0.357 -0.51
H -13.430 -27.129 -1.228 -1.13
H -13.936 -25.913 -3.477 0.13
H -14.838 -25.019 -2.247 -0.90
H -15.849 -26.304 -4.787 -0.24
H -15.870 -24.582 -4.469 0.83
H -17.428 -26.403 -2.920 -1.16
H -17.688 -23.476 -3.060 -0.16
H -16.850 -24.309 -1.800 -0.60
H -19.778 -24.742 -2.290 0.35
H -18.962 -23.827 -1.046 0.52
H -20.250 -25.064 0.331 0.47
H -19.420 -26.526 0.872 0.13
H -20.602 -26.554 -0.478 0.26
C -10.528 -25.888 1.185 -0.75
O -9.281 -26.431 0.787 -0.45
C -9.047 -26.107 -0.568 0.13
C -7.828 -26.891 -1.082 -0.94
N -6.642 -26.555 -0.297 -0.40
C -5.551 -27.524 -0.404 -0.98
C -5.781 -28.903 0.224 0.69
O -4.575 -29.552 0.569 -0.50
C -3.831 -29.933 -0.563 -0.44
H -11.339 -26.237 0.542 0.06
H -10.462 -24.799 1.204 0.80
H -10.801 -26.249 2.177 -0.08
H -8.942 -25.030 -0.735 0.61
H -9.895 -26.452 -1.172 -0.36
H -7.643 -26.514 -2.090 0.48
H -8.061 -27.958 -1.013 0.07
H -6.934 -26.427 0.666 0.33
H -4.645 -27.033 -0.043 0.37
H -5.301 -27.603 -1.466 0.41
H -6.347 -29.561 -0.453 -0.33
H -6.515 -28.868 1.035 0.36
H -2.907 -30.368 -0.176 0.42
H -3.420 -29.117 -1.170 0.31
H -4.362 -30.650 -1.193 -0.03
C -16.455 -22.789 -2.669 0.20
O -15.373 -21.926 -2.410 0.06
C -14.850 -21.325 -3.579 -0.62
C -13.720 -20.372 -3.254 -0.88
N -12.555 -21.023 -2.742 -0.13
C -11.552 -20.112 -2.246 -0.69
C -10.376 -20.816 -1.574 -0.80
O -10.734 -21.646 -0.471 -0.17
C -11.286 -20.959 0.630 -0.29
H -16.108 -23.767 -3.034 -0.71
H -17.244 -22.421 -3.325 0.53
H -16.844 -23.061 -1.684 -0.51
H -15.640 -20.731 -4.056 0.33
H -14.522 -22.076 -4.305 0.26
H -14.073 -19.514 -2.657 0.41
H -13.517 -19.861 -4.206 0.47
H -12.699 -21.716 -2.021 -0.05
H -11.988 -19.431 -1.493 0.26
H -11.214 -19.427 -3.030 0.47
H -9.717 -20.065 -1.118 0.46
H -9.758 -21.393 -2.258 0.35
H -11.516 -21.716 1.376 -0.23
H -12.210 -20.449 0.345 0.13
H -10.577 -20.252 1.075 0.48
C -16.939 -19.896 6.336 -0.87
O -16.825 -21.298 6.208 -0.12
C -17.705 -21.994 7.062 -0.99
C -17.469 -23.497 6.916 -0.06
N -16.068 -23.753 7.244 -0.36
C -15.636 -25.119 7.009 0.31
C -14.149 -25.199 7.357 -1.05
O -13.374 -24.550 6.370 0.08
C -12.002 -24.850 6.462 -0.91
H -17.841 -19.542 5.820 0.32
H -16.130 -19.479 5.737 0.24
H -16.960 -19.576 7.379 0.35
H -18.751 -21.771 6.822 0.42
H -17.530 -21.733 8.111 0.48
H -17.765 -23.819 5.910 -0.16
H -18.108 -24.042 7.612 0.40
H -15.404 -23.091 6.872 0.30
H -15.832 -25.423 5.970 -0.54
H -16.198 -25.842 7.607 0.46
H -13.897 -26.270 7.366 0.57
H -13.957 -24.831 8.368 0.41
H -11.813 -25.841 6.034 0.26
H -11.606 -24.817 7.480 0.34
H -11.440 -24.137 5.858 0.23
C -13.509 -21.338 5.362 -1.08
C -13.349 -21.165 3.845 1.48
C -14.692 -21.052 3.177 -0.74
O -14.465 -21.034 1.768 -0.25
C -15.619 -21.300 1.007 -0.49
N -12.500 -19.970 3.623 -0.71
H -12.556 -21.486 5.866 0.51
H -14.154 -22.194 5.557 -0.31
H -14.003 -20.478 5.821 0.44
H -12.775 -22.017 3.476 -0.59
H -15.174 -20.091 3.391 0.55
H -15.334 -21.888 3.474 0.14
H -15.993 -22.316 1.177 0.26
H -15.352 -21.209 -0.045 -0.17
H -16.450 -20.619 1.218 0.49
H -12.805 -19.691 2.688 0.25
H -12.835 -19.211 4.211 0.37

=====

# 4
51
Properties=species:S:1:pos:R:3:mulliken_charge:R:1 method="wB97M-V/def2-TZVPD" mol_weight_g_mol=402.49 fmax_ha_per_bohr=0.01947 homo_ha=-0.37642
O 2.840 3.552 2.135 -0.56
C 2.131 2.609 2.259 0.65
O 2.126 1.777 3.336 -0.37
C 1.058 0.851 3.137 -0.03
C 0.166 1.633 2.167 1.07
O -0.345 2.792 2.818 -0.60
C -0.856 0.876 1.362 -0.36
C -2.124 0.487 2.124 -0.76
C -3.042 1.650 2.532 -0.51
O -4.371 1.348 2.127 -0.54
O 1.220 2.151 1.339 -0.47
H 1.434 -0.025 2.604 0.00
H 0.536 0.561 4.048 0.41
H -0.711 2.552 3.676 0.35
H -1.132 1.432 0.468 0.28
H -0.364 -0.041 1.028 -0.09
H -2.734 -0.154 1.484 0.45
H -1.880 -0.126 2.999 0.25
H -2.691 2.570 2.060 0.43
H -2.983 1.810 3.617 0.23
H -4.891 2.156 2.186 0.31
C 4.789 -3.098 0.554 -0.55
C 3.950 -4.371 0.735 -0.60
C 2.496 -3.933 0.956 -0.72
S 2.316 -2.361 0.100 1.10
O 2.063 -1.330 1.080 -0.65
O 1.454 -2.517 -1.040 -0.70
C 4.019 -2.225 -0.431 -0.78
H 5.790 -3.320 0.188 0.36
H 4.889 -2.579 1.510 0.28
H 4.017 -4.984 -0.166 0.29
H 4.305 -4.974 1.568 0.32
H 1.774 -4.632 0.542 0.38
H 2.280 -3.756 2.008 0.36
H 4.310 -1.178 -0.419 0.40
H 4.073 -2.620 -1.445 0.37
C -2.690 2.427 -3.762 -0.57
C -2.058 1.581 -4.877 -0.61
C -1.414 0.357 -4.213 -0.68
S -2.362 0.046 -2.717 1.04
O -1.506 0.269 -1.579 -0.50
O -3.107 -1.178 -2.852 -0.71
C -3.462 1.449 -2.882 -0.67
H -3.343 3.202 -4.162 0.36
H -1.908 2.915 -3.177 0.28
H -2.833 1.258 -5.574 0.29
H -1.322 2.148 -5.445 0.33
H -1.454 -0.533 -4.835 0.33
H -0.387 0.549 -3.909 0.36
H -3.697 1.831 -1.892 0.36
H -4.368 1.095 -3.373 0.33

=====

# 5
68
Properties=species:S:1:pos:R:3:mulliken_charge:R:1 method="wB97M-V/def2-TZVPD" multiplicity=6 mol_weight_g_mol=815.66 fmax_ha_per_bohr=0.02869 charge=+2 homo_ha="-0.48868 / -0.51340"
Ir -0.778 -1.499 0.086 1.19
O 3.836 2.175 -2.555 -0.51
C 2.972 1.372 -1.969 0.79
C 3.215 0.649 -0.791 -0.55
C 2.224 -0.151 -0.272 -0.54
N 1.012 -0.277 -0.826 -0.43
C 0.784 0.415 -1.948 0.27
Br -0.950 0.228 -2.714 -0.05
C 1.704 1.235 -2.554 -0.64
H 4.693 2.239 -2.108 0.33
H 4.170 0.698 -0.293 0.41
H 2.395 -0.721 0.631 0.29
H 1.477 1.760 -3.466 0.57
C -0.176 -3.780 -3.136 -0.68
N -0.673 -4.963 -2.518 0.40
C -1.139 -6.015 -3.353 -0.76
C -1.067 -4.909 -1.153 -1.56
C -2.351 -4.079 -0.992 1.11
C -3.573 -4.733 -1.044 -0.56
C -4.756 -4.011 -0.953 -0.68
C -4.721 -2.631 -0.869 -1.12
C -3.502 -1.971 -0.834 -0.78
C -2.301 -2.690 -0.842 0.74
H 0.646 -4.015 -3.815 0.40
H 0.176 -3.080 -2.375 0.12
H -0.953 -3.290 -3.731 0.38
H -0.521 -6.086 -4.247 0.31
H -2.174 -5.841 -3.679 0.38
H -1.111 -6.966 -2.821 0.33
H -0.269 -4.434 -0.573 0.30
H -1.230 -5.920 -0.774 0.54
H -3.607 -5.810 -1.136 0.49
H -5.700 -4.534 -0.977 0.42
H -5.636 -2.059 -0.849 0.43
H -3.504 -0.887 -0.817 0.43
C -2.122 5.073 -0.529 -1.05
C -0.671 5.540 -0.509 -0.60
C 0.168 4.990 0.648 -0.71
C 0.664 3.554 0.437 -0.32
N -0.377 2.549 0.572 0.46
C -0.644 1.636 1.493 0.19
S -1.917 0.520 1.062 -0.46
N -0.112 1.474 2.688 0.06
C 0.816 2.305 3.436 -1.14
C 2.249 1.776 3.356 0.19
C 2.421 0.451 4.098 -0.01
C 3.882 0.031 4.138 -1.35
H -2.690 5.668 -1.238 0.38
H -2.579 5.201 0.448 0.30
H -2.226 4.033 -0.834 0.22
H -0.673 6.626 -0.418 0.35
H -0.189 5.300 -1.459 0.26
H -0.397 5.060 1.580 0.29
H 1.057 5.615 0.754 0.44
H 1.479 3.327 1.122 0.08
H 1.046 3.466 -0.586 0.27
H -1.059 2.588 -0.181 0.06
H -0.433 0.654 3.191 0.37
H 0.495 2.281 4.480 0.55
H 0.746 3.336 3.091 0.17
H 2.906 2.521 3.804 0.44
H 2.543 1.649 2.310 -0.18
H 1.830 -0.329 3.614 -0.16
H 2.056 0.560 5.120 0.38
H 4.307 0.005 3.138 0.26
H 3.983 -0.958 4.574 0.39
H 4.459 0.729 4.737 0.38
I 0.366 -2.649 2.131 -0.30

=====

# 6
13
Properties=species:S:1:pos:R:3:mulliken_charge:R:1 method="wB97M-V/def2-TZVPD" mol_weight_g_mol=81.12 fmax_ha_per_bohr=0.11805 homo_ha=-0.33983 de_lowest_ev=5.176
C 0.895 1.621 -1.218 0.17
C 0.054 0.747 -1.094 -0.56
C -0.817 -0.427 -1.004 -0.25
C 0.598 -1.141 0.866 -0.39
C -0.268 0.098 1.410 -0.40
H 1.272 2.803 -1.383 0.30
H -1.870 -0.239 -1.408 0.23
H -0.469 -1.288 -1.537 0.25
H 0.756 -1.938 1.463 0.34
H 1.434 -0.583 0.346 0.23
H -0.881 0.185 2.326 0.23
H -0.039 1.086 0.878 0.18
N -0.667 -0.926 0.356 -0.32

=====

# 7
16
Properties=species:S:1:pos:R:3:mulliken_charge:R:1 method="wB97M-V/def2-TZVPD" mol_weight_g_mol=133.10 fmax_ha_per_bohr=0.12280 homo_ha=-0.34236 de_lowest_ev=4.880
C -0.982 0.760 -0.352 -0.09
C -1.902 -0.554 -0.076 0.52
C 0.395 0.094 -0.873 -0.87
C 1.415 -0.450 0.022 0.63
H -1.153 1.746 1.779 0.29
H 0.820 1.164 1.209 0.37
H -1.439 1.328 -1.097 0.41
H 0.274 -0.815 -1.405 0.41
H 0.814 0.706 -1.691 0.33
H 3.113 -1.289 -0.072 0.42
H -0.482 -0.921 1.163 0.41
N -0.376 1.601 0.690 -0.72
O -2.903 -0.740 -0.658 -0.51
O 1.192 -0.600 1.193 -0.58
O 2.578 -0.607 -0.712 -0.48
O -1.364 -1.423 0.883 -0.54